(1)
{"formula": "C22H20F21NO4S", "method": "ωB97M-V with the def2-TZVPD basis set", "largest_force_ev_per_a": 5.888, "homo_energy_ev": -9.09, "charge": 0, "smiles": "CCSCC(=O)O[C@@H](c1cccnc1)C(F)(F)C(F)(F)F.FC(F)C(F)(F)COC(F)(F)C(F)F.FC(F)C(F)(F)COC(F)(F)C(F)F", "species": ["C", "C", "S", "C", "C", "O", "O", "C", "C", "C", "C", "C", "N", "C", "C", "F", "F", "C", "F", "F", "F", "H", "H", "H", "H", "H", "H", "H", "H", "H", "H", "H", "H", "F", "C", "F", "C", "F", "F", "C", "O", "C", "F", "F", "C", "F", "F", "H", "H", "H", "H", "F", "C", "F", "C", "F", "F", "C", "O", "C", "F", "F", "C", "F", "F", "H", "H", "H", "H"], "xyz": [[2.515740, -3.056801, 2.187235], [1.120060, -3.582875, 1.576446], [1.233478, -3.295000, -0.284506], [-0.157676, -4.352154, -0.948218], [-1.321331, -4.336538, 0.180479], [-1.559391, -5.429660, 0.739020], [-1.986704, -3.095821, 0.522870], [-3.310224, -3.102224, -0.064912], [-4.307779, -3.935378, 0.884503], [-5.166021, -5.096278, 0.251092], [-6.029116, -5.817572, 1.333485], [-6.058010, -5.481951, 2.832846], [-5.285403, -4.406925, 3.345456], [-4.482049, -3.728259, 2.400051], [-3.856518, -1.660451, -0.488250], [-2.718296, -0.918735, -0.976003], [-4.805800, -1.698483, -1.558414], [-4.472260, -0.778765, 0.697697], [-3.627634, -0.617388, 1.813021], [-5.789119, -1.208406, 1.049735], [-4.659098, 0.540297, 0.159297], [2.554794, -1.925681, 2.019124], [3.355718, -3.532522, 1.553097], [2.638944, -3.316003, 3.306093], [0.955091, -4.692316, 1.815023], [0.244120, -2.987621, 2.013996], [-0.529346, -4.040020, -1.979078], [0.248237, -5.429656, -1.016378], [-3.240075, -3.719745, -1.042697], [-5.146777, -5.369191, -0.850700], [-6.672287, -6.704539, 0.983767], [-6.700679, -6.088055, 3.565077], [-3.836149, -2.878299, 2.839824], [3.921885, 0.265866, -3.008815], [3.553260, 1.550791, -2.852401], [3.847369, 2.175862, -4.023424], [4.272903, 2.236666, -1.690882], [5.607095, 2.312440, -1.913645], [3.832489, 3.532074, -1.637429], [4.029370, 1.617810, -0.296820], [5.032807, 0.716213, 0.193778], [4.950539, -0.631592, -0.221737], [3.766018, -0.844332, -0.825087], [4.926399, -1.367618, 0.914269], [6.147419, -1.061303, -1.077923], [6.272080, -0.294798, -2.182994], [5.998931, -2.339030, -1.504624], [2.467786, 1.587486, -2.720971], [4.054337, 2.448319, 0.413839], [3.023036, 1.202705, -0.194666], [7.078419, -0.989078, -0.511767], [-1.912957, 5.393966, -0.821755], [-2.035535, 6.533109, -0.115497], [-2.872895, 7.332282, -0.826390], [-0.697280, 7.236664, 0.111602], [-0.153399, 7.643109, -1.060681], [-0.946778, 8.377049, 0.822317], [0.360576, 6.440259, 0.904729], [1.364278, 5.748241, 0.147381], [1.036864, 4.464483, -0.341822], [-0.108088, 4.045973, 0.229119], [2.005866, 3.634747, 0.122260], [1.001065, 4.405274, -1.875190], [0.111830, 5.283581, -2.385755], [0.622334, 3.174175, -2.304699], [-2.526092, 6.301708, 0.834815], [0.928576, 7.181089, 1.475054], [-0.088747, 5.795294, 1.664994], [1.979804, 4.633532, -2.299263]], "forces_ev_per_a": [[-0.296, -0.181, -0.818], [0.171, -0.128, 0.837], [-0.684, -0.281, 0.500], [-0.513, -0.428, 1.088], [0.197, -3.586, 0.385], [0.301, 4.596, -1.586], [0.219, -1.132, -1.169], [-1.359, -2.139, -0.132], [-2.981, -2.749, 0.782], [0.156, 1.730, 5.626], [1.111, 0.931, -0.132], [1.781, 1.502, -3.051], [0.083, -1.267, -4.048], [0.161, -0.226, -1.330], [1.529, 0.926, -0.759], [-2.551, -1.487, 0.968], [2.145, -0.272, 2.734], [-1.636, 2.662, -0.131], [-2.239, -0.945, -2.664], [3.738, 0.823, -0.474], [0.486, -3.065, 1.366], [0.090, -1.590, 0.446], [-1.191, 0.759, 1.272], [-0.299, 0.434, -1.911], [0.318, 1.583, -0.500], [1.218, -0.835, -0.707], [0.599, 0.036, 1.506], [-1.071, 1.690, 0.237], [-0.408, 1.215, 1.298], [-0.102, 0.329, 1.726], [1.091, 1.557, 0.616], [1.128, 1.113, -1.324], [-1.217, -1.581, -0.637], [0.070, 0.135, 0.069], [-0.453, 0.086, -0.825], [0.075, 0.263, 0.246], [0.857, -0.205, 0.563], [-0.269, -0.116, -0.167], [-0.056, -0.295, -0.321], [-0.064, 0.241, 0.835], [-0.119, -0.843, -1.252], [-1.063, 1.274, 0.950], [0.365, -0.454, -0.029], [0.470, -0.090, -0.300], [0.645, -0.173, -0.445], [-0.107, 0.034, 0.304], [-0.269, 0.066, 0.324], [0.054, 0.069, 0.179], [0.233, -0.077, -0.221], [0.179, -0.085, -0.301], [-0.136, 0.035, 0.197], [0.131, 0.078, 0.047], [-0.948, 0.130, -0.127], [0.274, 0.193, 0.162], [0.910, 0.128, -0.406], [-0.265, -0.185, 0.066], [-0.284, -0.371, 0.149], [0.600, 0.111, 0.612], [-1.044, -0.775, -0.814], [0.109, 0.994, 1.663], [0.139, -0.366, -0.435], [-0.321, 0.059, -0.337], [0.084, 0.314, -0.850], [0.151, -0.074, 0.314], [0.101, -0.156, 0.434], [0.162, 0.055, 0.080], [-0.051, 0.021, -0.303], [-0.152, -0.014, -0.318], [0.019, -0.005, 0.240]]}

(2)
{"formula": "C19H25BO5P2", "method": "ωB97M-V with the def2-TZVPD basis set", "largest_force_ev_per_a": 0.992, "homo_energy_ev": -9.49, "charge": 0, "de_lowest_ev": 0.0000, "smiles": "O=P(O)(O)PCB(O)O.c1ccccc1.c1ccccc1.c1ccccc1", "species": ["O", "P", "O", "O", "P", "C", "B", "O", "O", "H", "H", "H", "H", "H", "H", "H", "C", "C", "C", "C", "C", "C", "H", "H", "H", "H", "H", "H", "C", "C", "C", "C", "C", "C", "H", "H", "H", "H", "H", "H", "C", "C", "C", "C", "C", "C", "H", "H", "H", "H", "H", "H"], "xyz": [[1.395336, 1.891651, 7.667600], [0.910838, 1.609996, 6.322825], [-0.155114, 2.683900, 5.817651], [0.189589, 0.181960, 6.272389], [2.616375, 1.523059, 4.951481], [2.182102, 2.389455, 3.370143], [3.582757, 2.768147, 2.728499], [4.187975, 1.857022, 1.882634], [4.158561, 3.988226, 2.980554], [0.058671, 3.063846, 4.958108], [0.141325, -0.159096, 5.369613], [2.617482, 0.172777, 4.561061], [1.599209, 3.281948, 3.588364], [1.635805, 1.733681, 2.696189], [4.765408, 1.268234, 2.376405], [4.314687, 4.113597, 3.921452], [0.568811, -3.598512, 2.005143], [-0.285556, -4.380453, 2.769727], [-1.289257, -3.784925, 3.521131], [-1.437457, -2.405639, 3.510015], [-0.578348, -1.624250, 2.748349], [0.424253, -2.218686, 1.995073], [1.347223, -4.063776, 1.414148], [-0.169432, -5.456273, 2.780138], [-1.955757, -4.395564, 4.115587], [-2.221196, -1.940375, 4.094111], [-0.691283, -0.545827, 2.740112], [1.090349, -1.608806, 1.397966], [-0.649323, -1.507800, -1.817733], [-0.164878, -2.762820, -1.477365], [0.852692, -3.339548, -2.224081], [1.384080, -2.662866, -3.313249], [0.896121, -1.410066, -3.656415], [-0.119822, -0.832059, -2.908037], [-1.439817, -1.056511, -1.231473], [-0.579845, -3.289873, -0.628747], [1.232349, -4.317669, -1.957186], [2.178785, -3.111982, -3.894688], [1.307894, -0.882886, -4.507376], [-0.499026, 0.146384, -3.175340], [-3.800641, 2.967504, -5.233235], [-3.316741, 1.712143, -4.893575], [-2.298036, 1.136188, -5.639222], [-1.764282, 1.814429, -6.725814], [-2.251391, 3.067748, -7.068157], [-3.268875, 3.644517, -6.321470], [-4.593123, 3.418271, -4.650098], [-3.734440, 1.181152, -4.047766], [-1.920436, 0.156760, -5.373538], [-0.968477, 1.365732, -7.306153], [-1.837935, 3.595571, -7.917630], [-3.648190, 4.622360, -6.588119]], "forces_ev_per_a": [[0.017, 0.072, 0.205], [0.177, -0.499, 0.579], [0.017, 0.003, -0.449], [-0.052, 0.125, -0.315], [0.776, 0.572, 0.233], [-0.090, -0.395, -0.192], [-0.346, 0.087, -0.159], [-0.139, 0.078, 0.215], [0.552, -0.444, 0.080], [-0.144, 0.035, -0.044], [-0.191, -0.175, 0.029], [-0.389, -0.090, -0.073], [0.013, 0.140, 0.041], [-0.210, 0.039, -0.017], [0.268, -0.104, -0.274], [-0.289, 0.456, 0.085], [0.020, -0.016, 0.017], [-0.006, -0.008, -0.008], [-0.005, -0.018, 0.006], [-0.004, 0.028, 0.033], [0.032, 0.082, 0.063], [0.065, 0.038, 0.023], [0.010, 0.001, -0.001], [-0.002, -0.010, -0.002], [-0.005, -0.005, 0.005], [-0.009, 0.002, 0.002], [-0.043, 0.009, -0.048], [-0.012, -0.002, -0.028], [-0.005, 0.011, 0.004], [-0.024, -0.030, 0.004], [0.010, -0.001, 0.003], [0.014, -0.006, -0.004], [0.003, 0.006, -0.019], [-0.020, 0.047, -0.001], [-0.012, -0.003, 0.001], [-0.010, -0.003, 0.009], [-0.004, -0.012, -0.004], [0.003, -0.005, -0.007], [0.008, 0.009, -0.002], [0.007, 0.011, 0.002], [-0.010, 0.007, 0.009], [-0.001, -0.005, 0.023], [0.025, -0.045, 0.010], [0.010, 0.001, -0.004], [0.010, 0.011, -0.011], [-0.006, 0.012, -0.002], [-0.011, 0.001, 0.000], [-0.002, -0.005, 0.007], [-0.006, -0.012, -0.004], [-0.001, -0.007, -0.010], [0.006, 0.007, -0.005], [-0.002, 0.009, -0.002]]}